The following is a quantum chemistry calculation of a structure of composition C18H28N4O5RbTa at a distorted geometry, from the Open Molecules 2025 dataset.

Atoms and positions in Å:
N -1.8294 -0.3101 -0.1077
C -2.7853 -1.1191 0.0459
O -3.6484 -1.9019 0.2150
Rb -0.6738 3.3771 0.6378
Ta 0.1023 0.0968 -0.2692
N 0.1993 1.9679 -0.9622
N 0.6663 -1.2355 -1.5999
C -0.3958 2.4705 -2.2591
C 0.0344 -2.2714 -2.4388
C -0.1734 3.9944 -2.4076
C 0.2887 1.7487 -3.4208
C -1.8889 2.1553 -2.2461
C -0.3376 -3.4464 -1.5318
C 1.0031 -2.7448 -3.5220
C -1.2244 -1.7144 -3.0897
H -0.9200 4.5968 -1.8602
H -0.3083 4.2527 -3.4685
H 0.8426 4.3056 -2.1213
H 1.3376 2.0666 -3.5085
H -0.2324 1.9952 -4.3636
H 0.2775 0.6529 -3.2872
H -2.0976 1.0899 -2.0538
H -2.2998 2.4130 -3.2372
H -2.4434 2.7511 -1.4968
H 0.5509 -3.8472 -1.0305
H -0.7879 -4.2409 -2.1425
H -1.0634 -3.1436 -0.7656
H 1.8483 -3.2990 -3.0986
H 1.3801 -1.9001 -4.1111
H 0.4665 -3.4233 -4.1967
H -1.6554 -2.5091 -3.7176
H -0.9981 -0.8611 -3.7432
H -1.9830 -1.4248 -2.3553
C 1.6657 2.1915 -0.7900
H 2.1614 1.2874 -0.3546
H 2.1574 2.4094 -1.7530
H 1.8786 3.0340 -0.1011
C 2.0679 -1.5390 -1.1919
H 2.3414 -1.0301 -0.2444
H 2.1928 -2.6212 -1.0204
H 2.7857 -1.2175 -1.9657
O 0.0523 1.0983 1.6081
C 0.1946 -0.0242 2.2564
O 0.3871 -1.0432 1.4885
C 0.1255 -0.1112 3.6930
C 0.2621 -1.3704 4.3110
C 0.2184 -1.4513 5.6934
C 0.0368 -0.2780 6.4571
C -0.1139 0.9762 5.8281
C -0.0699 1.0608 4.4455
N 0.0352 -0.3538 7.8792
O 0.1848 -1.4734 8.4240
O -0.1127 0.7012 8.5411
H 0.4035 -2.2684 3.7108
H 0.3283 -2.4010 6.2104
H -0.2552 1.8594 6.4434
H -0.1792 2.0229 3.9457

Force components x, y, z for each atom (eV/Å):
-1.1214 -1.3252 -0.0401
0.2667 -0.4454 0.2954
2.3101 2.3870 -0.5827
-1.9754 3.5419 2.9049
-2.5586 -2.2890 -1.1743
1.9904 -2.5962 -2.8234
0.4564 1.0411 1.6535
0.3758 0.0024 -0.1221
-0.2915 -0.4725 -0.3232
-0.2147 -0.0234 -0.2030
-0.0186 -0.0359 -0.4351
-0.3255 0.0464 -0.1999
-0.0546 -0.1505 -0.0076
0.0018 -0.0068 -0.1631
-0.1499 -0.1013 -0.3990
0.3115 -0.1878 -0.1361
0.0780 0.0084 0.3679
-0.2786 -0.0663 -0.1156
-0.3233 -0.0911 -0.2049
0.3607 -0.1092 0.3640
-0.0320 0.5730 -0.0763
0.0986 0.4633 -0.2449
0.0443 -0.0936 0.4718
0.1543 -0.2398 -0.2994
-0.2571 -0.0846 -0.0780
0.1573 0.1451 0.2536
0.1257 -0.0864 -0.1528
-0.1369 0.1056 -0.1623
-0.0417 -0.1647 0.0463
0.1984 0.1598 0.1341
0.0458 0.3414 0.2023
-0.1258 -0.2425 0.1482
0.1641 -0.0491 -0.2216
-0.5373 0.4644 -0.1932
0.1700 0.2641 -0.0096
-0.1008 -0.3075 0.5146
0.1284 -0.4829 -0.1461
-0.0069 -0.1326 -0.6348
0.0224 -0.0168 0.0075
-0.0220 0.5400 0.2046
-0.2592 -0.0581 0.3566
0.7080 -0.7328 0.8536
0.0915 -0.1246 -0.0557
0.5850 0.7037 0.3362
-0.0530 -0.1460 0.2665
-0.0491 0.3483 0.0686
-0.0764 0.3873 0.6576
0.1284 0.1312 -2.7289
0.0319 -0.3537 0.4618
0.0298 -0.3735 0.1591
-0.0453 -0.3141 4.6304
-0.2941 2.2231 -1.7123
0.2802 -1.9776 -1.9246
-0.0254 0.2634 0.1568
-0.0226 0.2002 -0.0950
0.0321 -0.1745 -0.0652
0.0505 -0.2851 0.2149

Results
**Charge**: +2
**E_HOMO**: -15.51 eV
**Orbital gap**: 0.2786 hartree
**Spin multiplicity**: 1
**Total energy**: -37509.8293 eV

The following is a quantum chemistry calculation of the molecule C5H6O, from the Open Molecules 2025 dataset.

Atoms and positions in Å:
C 0.4062 1.5771 1.4151
C -0.7816 1.2898 0.8907
C -0.9162 0.3235 -0.0384
O -1.5905 0.4475 -1.1911
C -0.1236 -0.9132 0.0731
C 0.6602 -1.2784 -0.9500
H 1.2621 1.0715 0.9450
H 0.6317 2.2212 2.2577
H -1.4451 -0.3967 -1.6472
H -0.1223 -1.4595 1.0101
H 1.2021 -2.2156 -0.9227
H 0.8170 -0.6671 -1.8421

Force components x, y, z for each atom (eV/Å):
0.2138 0.0708 -0.0117
0.5243 -0.3843 -0.1547
0.1042 -0.1345 0.0717
0.1201 0.0828 -0.0609
-0.2181 -0.3654 -0.1968
-0.0369 -0.1128 0.1312
0.1655 0.7871 0.0217
-0.3040 -0.1525 0.1412
-0.3278 0.2475 -0.1722
-0.0915 -0.0280 -0.1532
0.2084 0.1661 0.1823
-0.3580 -0.1768 0.2015

Results
**E_HOMO (spin up / spin down)**: -8.21 / -8.21 eV
**Orbital gap (spin up / spin down)**: 0.3023 / 0.3023 hartree
**SMILES**: C=C=C(O)C=C
**Spin multiplicity**: 1
**Total energy**: -7325.7370 eV

The following is a quantum chemistry calculation of a structure of composition C13H14Cl2GaI2N3OS, from the Open Molecules 2025 dataset.

Atoms and positions in Å:
Ga -0.0898 1.3499 0.7146
I 1.3799 2.3973 5.4088
C 2.2644 1.3229 3.8771
C 3.5454 0.7489 4.0616
C 4.1611 0.0201 3.0821
I 6.0363 -0.7973 3.4483
C 3.5053 -0.1690 1.8337
C 4.0063 -0.9037 0.7419
C 3.2816 -1.0272 -0.4226
C 2.0441 -0.4031 -0.5254
N 1.5418 0.2962 0.4867
C 2.2357 0.4202 1.6654
C 1.6052 1.1620 2.6865
O 0.3709 1.6664 2.4363
H 4.0388 0.8968 5.0127
H 4.9771 -1.3753 0.8277
H 3.6636 -1.5910 -1.2609
H 1.4544 -0.4520 -1.4321
C -2.4398 -2.9615 2.2358
N -2.1182 -1.9485 1.2311
C -2.2466 -0.6502 1.4249
S -2.0096 0.4064 0.0174
N -2.6285 -0.1718 2.5892
C -2.8771 1.2327 2.9429
H -2.3227 -3.9417 1.7859
H -3.4750 -2.8593 2.5661
H -1.7645 -2.8863 3.0894
H -1.8666 -2.2450 0.3013
H -2.7716 -0.8424 3.3324
H -3.3235 1.7525 2.0996
H -1.9521 1.7169 3.2515
H -3.5821 1.2434 3.7688
Cl 1.6824 3.3354 -0.2414
C 0.3885 4.5398 -0.1217
Cl -1.1513 3.6515 0.1055
H 0.3257 5.0964 -1.0490
H 0.5538 5.1702 0.7433

Force components x, y, z for each atom (eV/Å):
-0.1301 -0.0209 0.0033
0.0079 -0.0116 -0.0145
-0.0249 0.0125 -0.0242
-0.0342 0.0362 0.0358
0.0524 -0.0391 -0.0036
0.0039 0.0027 0.0063
-0.0314 -0.0119 -0.0731
0.0254 0.0135 0.0472
-0.0083 -0.0029 -0.0470
0.0108 0.0426 0.0154
-0.0132 -0.0366 0.0227
0.1272 -0.1088 -0.1066
-0.0486 0.0724 0.1161
-0.0994 0.0607 -0.0145
0.0000 -0.0042 -0.0037
-0.0009 0.0008 0.0014
-0.0033 0.0041 0.0014
-0.0038 -0.0254 0.0006
-0.0189 0.0009 -0.0077
-0.0188 -0.0470 0.0217
-0.1127 0.0941 -0.0415
0.1196 -0.0240 0.0701
0.0288 0.0213 0.0828
0.0011 -0.0690 -0.0694
0.0231 0.0022 -0.0061
-0.0020 0.0150 -0.0096
0.0054 -0.0046 -0.0075
0.0142 -0.0099 -0.0036
0.0021 -0.0076 0.0030
-0.0023 -0.0093 -0.0058
0.0266 0.0137 0.0117
0.0025 0.0014 0.0124
-0.0389 0.1192 -0.0275
0.0670 -0.0556 -0.0084
0.1034 -0.0036 0.0062
-0.0279 -0.0042 -0.0142
-0.0018 -0.0171 0.0303

Results
**Charge**: +2
**E_HOMO**: -13.72 eV
**Orbital gap**: 0.2440 hartree
**Spin multiplicity**: 1
**Total energy**: -124670.8547 eV

The following is a quantum chemistry calculation of the molecule C3H6OS at a distorted geometry, from the Open Molecules 2025 dataset.

Atoms and positions in Å:
O -0.0474 1.5111 1.3222
C -0.8190 0.7018 0.4797
C -0.1266 -0.6471 0.1578
C 0.8496 -0.7090 -0.9373
S -0.6647 -1.5485 -1.3923
H 0.8481 1.4515 0.9955
H -1.0308 1.2356 -0.4750
H -1.7810 0.4487 0.9664
H -0.0215 -1.3319 1.0433
H 1.0816 0.2105 -1.4262
H 1.7116 -1.3226 -0.7340

Force components x, y, z for each atom (eV/Å):
-0.0969 -0.1141 0.4842
-0.6591 -1.1799 -1.0663
-1.0936 -0.1475 0.5935
0.6275 -0.3158 0.7708
-0.0347 0.4448 0.7195
0.4685 0.2079 -0.0017
0.0051 -0.4265 0.4101
0.5021 0.5002 -0.0968
0.0829 0.7676 -1.0568
0.0115 0.5110 -0.4722
0.1867 -0.2476 -0.2842

Results
**E_HOMO**: -9.07 eV
**Orbital gap**: 0.3634 hartree
**SMILES**: OC[C@@H]1CS1
**Spin multiplicity**: 1
**Total energy**: -16089.9966 eV

The following is a quantum chemistry calculation of a structure of composition C15H12ClN2O3Os at a distorted geometry, from the Open Molecules 2025 dataset.

Atoms and positions in Å:
Os -0.0584 -0.3139 -0.1670
O 3.6057 3.5214 0.9612
C 4.3263 2.4208 0.6850
C 5.7182 2.5496 0.6970
C 6.5156 1.4608 0.4256
C 5.9645 0.2116 0.1358
C 4.6114 0.0614 0.1148
C 3.7590 1.1546 0.3844
C 2.3321 0.9749 0.3476
O 1.8610 -0.2351 -0.0020
N 1.4747 1.9450 0.6302
N 0.1563 1.5468 0.4837
C -0.8392 2.3527 0.7698
C -2.2288 2.0333 0.6053
C -3.1545 3.0330 0.9416
C -4.5076 2.8398 0.7842
C -4.9698 1.6374 0.2793
C -4.0749 0.6290 -0.0636
C -2.7202 0.8232 0.0972
O -1.9080 -0.2214 -0.2432
H 2.6688 3.3338 0.9476
H 6.1361 3.5213 0.9247
H 7.5925 1.5749 0.4375
H 6.6105 -0.6304 -0.0702
H 4.1680 -0.8982 -0.1070
H -0.5839 3.3449 1.1210
H -2.7891 3.9756 1.3325
H -5.2008 3.6240 1.0531
H -6.0326 1.4760 0.1493
H -4.4188 -0.3171 -0.4558
Cl 1.5698 -3.0965 0.0593
C 0.0560 -2.2762 0.3555
H -0.2644 -2.4929 1.3686
H -0.7095 -2.5676 -0.4155

Force components x, y, z for each atom (eV/Å):
-0.4993 -0.0436 -1.3671
1.1441 -0.0198 -0.0335
-0.1513 -0.0406 0.0085
-0.1289 0.0643 0.0084
0.0823 0.2133 0.0457
0.3279 -0.1830 -0.0501
-0.4831 0.0238 0.0022
-0.0645 0.3739 0.1359
-0.8952 0.8852 0.1476
-0.3868 -0.0038 0.0250
0.6171 -0.0841 0.0301
0.3297 -0.5207 0.6698
0.7458 -0.6665 -0.3269
0.1247 0.2819 0.1655
0.2212 0.1231 0.0672
-0.1094 0.1834 0.0755
0.0070 -0.3135 -0.1224
-0.3030 0.0536 -0.0153
-0.1209 -0.3490 -0.1005
-0.2484 0.1132 0.0952
-0.8110 -0.3069 -0.0535
0.0012 -0.0382 -0.0084
-0.0367 0.0314 0.0142
-0.0165 0.0100 0.0015
-0.0339 -0.0146 -0.0025
0.1712 0.0751 -0.0882
0.0183 -0.0434 -0.0124
0.0029 0.0007 -0.0045
0.0554 -0.0163 -0.0039
-0.0131 -0.0209 -0.0146
-0.2713 -0.0044 -0.0603
0.6945 0.0742 0.7591
-0.2900 -0.1814 -0.1044
0.3202 0.3438 0.1170

Results
**Charge**: +1
**E_HOMO (spin up / spin down)**: -11.47 / -11.46 eV
**Orbital gap (spin up / spin down)**: 0.1974 / 0.1931 hartree
**Spin multiplicity**: 1
**Total energy**: -39852.8749 eV

The following is a quantum chemistry calculation of a structure of composition C21H39BaNP2 at a distorted geometry, from the Open Molecules 2025 dataset.

Atoms and positions in Å:
P -0.8149 1.0633 -1.7417
P 0.7207 -1.7181 -1.7344
C -0.4115 0.2132 -3.3792
C -0.2250 -1.3137 -3.2827
H 0.5364 0.6877 -3.6904
H -1.1794 0.5069 -4.1084
H -1.2069 -1.8109 -3.2460
H 0.3619 -1.7232 -4.1117
C 2.4434 -1.3901 -2.2695
H 3.0906 -1.7253 -1.4331
H 2.6502 -0.3107 -2.3877
H 2.7082 -1.9366 -3.1869
C 0.6777 -3.5553 -1.6262
H 1.7021 -3.9571 -1.7607
H -0.0113 -4.0003 -2.3588
H 0.3451 -3.8272 -0.6017
C -0.5001 2.7473 -2.4053
H -0.4875 3.4887 -1.5930
H -1.3127 2.9741 -3.1203
H 0.4628 2.7761 -2.9390
C -2.6676 1.2163 -1.6417
H -3.2457 0.2935 -1.4709
H -3.0250 1.6655 -2.5781
H -2.8878 1.8900 -0.7939
Ba -1.5435 -1.2168 -0.1120
C 2.6731 1.4944 0.0637
C 2.6321 2.3286 -0.9911
C 2.6524 3.8196 -0.9166
C 2.3362 4.4327 0.4750
C 0.8492 4.4462 0.6954
C 0.1107 3.4366 1.1759
C 0.5443 2.0523 1.5598
C 1.9970 1.5312 1.4151
C -3.8515 -0.4705 1.4377
H 3.1916 0.5408 -0.1178
H 2.8337 1.9486 -1.9982
H 1.9016 4.2358 -1.6207
H 3.6291 4.1876 -1.2506
H 2.8754 3.9100 1.2758
H 2.6953 5.4776 0.4595
H 0.3614 5.4004 0.4337
H -0.9625 3.6340 1.3268
H -0.1286 1.3525 1.0430
H 0.2986 1.9603 2.6326
H 2.5772 2.0284 2.2012
H 1.9462 0.4600 1.7019
H -4.8100 -0.7911 1.0163
H -3.8272 0.6071 1.6501
H -3.5421 -1.0852 2.3069
C 0.3793 -1.1985 3.5615
C -0.3728 -2.4336 3.2752
C -0.6916 -3.4872 4.1734
C -1.4635 -4.4120 3.4397
C -1.5806 -3.9005 2.1239
C -2.3345 -4.4562 0.9842
N -0.8978 -2.7144 2.0343
H -0.1524 -0.3022 3.1968
H 1.3780 -1.2265 3.0961
H 0.5168 -1.1027 4.6483
H -0.4081 -3.5253 5.2166
H -1.9076 -5.3359 3.7717
H -2.7081 -5.4455 1.2582
H -3.2087 -3.8336 0.7276
H -1.7117 -4.6008 0.0905

Force components x, y, z for each atom (eV/Å):
0.4457 1.3528 -1.2198
2.0998 0.0137 -0.8708
-0.1978 -0.0200 0.1730
-0.0535 0.1080 0.3405
-0.3498 -0.2142 0.1498
0.2293 -0.1821 -0.0122
0.2272 -0.0427 -0.1462
-0.3890 0.0514 -0.1267
0.4834 0.0166 0.2239
-0.2547 0.0718 -0.5144
-0.2795 -0.4857 -0.0423
0.0095 0.1749 0.2416
0.0783 -0.3068 0.2642
-0.6371 0.1221 -0.0201
0.3085 0.0242 0.1779
0.1762 0.0138 -0.5281
-0.1365 0.3635 0.0105
-0.0323 -0.2176 -0.3336
0.4434 0.0864 0.2527
-0.3231 0.0074 0.3173
-0.1184 0.0678 -0.5032
0.1186 0.3838 0.0084
-0.0714 -0.0652 0.2621
0.0511 -0.3042 -0.3499
-2.3344 -1.4836 3.1588
-0.2838 -0.5304 -0.9711
0.8353 0.0380 0.7155
-1.3559 0.8642 0.1358
0.2349 0.1113 -0.6038
-0.3647 -0.0331 0.5223
0.1990 0.7713 -0.4901
-0.0394 -0.2011 0.3074
0.0468 0.0392 0.6020
1.0765 -0.1964 -0.7455
-0.7675 0.0564 -0.1503
0.5349 -0.0903 0.3595
0.4542 0.0129 0.1265
-0.0189 -0.2939 -0.0623
-0.1275 0.1685 -0.3095
-0.1085 -0.4496 0.1121
0.0589 -0.5635 0.2135
0.4287 -0.2104 -0.1372
0.0669 0.1083 0.0974
0.0263 -0.2114 -0.3079
0.2211 -0.1567 -0.1656
0.0126 0.6749 0.1280
-0.0443 0.1414 0.3059
-0.3000 -0.2143 0.2418
-0.3801 0.3943 -0.2379
0.3963 0.4069 0.0804
-1.0161 -2.0741 0.3544
0.2326 1.2010 -1.0105
-0.1688 0.3745 -1.3964
0.9754 0.1019 2.0599
-0.3322 -0.2493 -0.2514
0.1163 0.5219 -0.1793
0.1654 -0.1907 0.1531
-0.1155 0.1587 0.1216
0.0104 0.1116 -0.3336
-0.0495 -0.0485 -0.0518
-0.0097 -0.0776 0.1506
-0.0984 0.0836 -0.1393
0.0604 -0.1249 -0.0798
-0.0657 0.0396 -0.0776

Results
**E_HOMO**: -5.75 eV
**Orbital gap**: 0.2004 hartree
**Spin multiplicity**: 1
**Total energy**: -43166.6099 eV